{
  "formula": "C59H134F18N7O19",
  "method": "ωB97M-V/def2-TZVPD",
  "orbital_gap_ha": 0.2886,
  "total_charge": 1,
  "homo_ev": -9.16,
  "symbols": ["C", "N", "C", "C", "C", "C", "O", "H", "H", "H", "H", "H", "H", "H", "H", "H", "H", "H", "H", "H", "H", "C", "N", "C", "C", "C", "C", "O", "H", "H", "H", "H", "H", "H", "H", "H", "H", "H", "H", "H", "H", "H", "C", "N", "C", "C", "C", "C", "O", "H", "H", "H", "H", "H", "H", "H", "H", "H", "H", "H", "H", "H", "H", "C", "N", "C", "C", "C", "C", "O", "H", "H", "H", "H", "H", "H", "H", "H", "H", "H", "H", "H", "H", "H", "C", "N", "C", "C", "C", "C", "O", "H", "H", "H", "H", "H", "H", "H", "H", "H", "H", "H", "H", "H", "H", "C", "N", "C", "C", "C", "C", "O", "H", "H", "H", "H", "H", "H", "H", "H", "H", "H", "H", "H", "H", "H", "C", "N", "C", "C", "C", "C", "O", "H", "H", "H", "H", "H", "H", "H", "H", "H", "H", "H", "H", "H", "H", "C", "O", "O", "C", "F", "F", "F", "C", "C", "H", "H", "H", "H", "H", "H", "C", "O", "O", "C", "F", "F", "F", "C", "C", "H", "H", "H", "H", "H", "H", "C", "O", "O", "C", "F", "F", "F", "C", "C", "H", "H", "H", "H", "H", "H", "C", "O", "O", "C", "F", "F", "F", "C", "C", "H", "H", "H", "H", "H", "H", "C", "O", "O", "C", "F", "F", "F", "C", "C", "H", "H", "H", "H", "H", "H", "C", "O", "O", "C", "F", "F", "F", "C", "C", "H", "H", "H", "H", "H", "H"],
  "xyz": [[-3.137838, 0.777440, 6.200232], [-2.458136, 1.827435, 5.365694], [-2.413173, 1.280521, 3.872341], [-3.294839, 3.112181, 5.290484], [-1.187617, 1.958208, 6.130222], [-0.229781, 2.824021, 5.331550], [1.076749, 2.591252, 5.855511], [-4.134867, 0.591568, 5.739162], [-3.337650, 1.120265, 7.227420], [-2.435217, -0.043460, 6.138202], [-3.360006, 0.794164, 3.694056], [-1.589314, 0.564689, 3.852083], [-2.227180, 2.094897, 3.248435], [-2.618257, 3.812479, 4.782928], [-3.561010, 3.493622, 6.313504], [-4.245066, 2.807039, 4.757640], [-0.859088, 0.975474, 6.256853], [-1.381278, 2.405032, 7.035459], [-0.349039, 3.945576, 5.437026], [-0.239247, 2.557097, 4.267038], [1.210610, 1.657140, 5.954019], [-3.661657, -5.786150, -5.249685], [-3.318344, -4.402631, -4.772239], [-2.984939, -3.647553, -6.075388], [-4.485068, -3.734152, -4.155499], [-1.996794, -4.409994, -3.980987], [-2.054149, -5.254414, -2.714956], [-2.841154, -4.597660, -1.696697], [-2.908171, -5.936088, -6.021811], [-4.580092, -5.786176, -5.780650], [-3.625160, -6.616140, -4.535072], [-2.837962, -2.608248, -5.932342], [-3.840274, -3.797281, -6.715253], [-2.089217, -4.041046, -6.518669], [-5.395140, -3.945014, -4.736616], [-4.312658, -2.661416, -4.193176], [-4.406722, -4.084211, -3.151744], [-1.802153, -3.352346, -3.718611], [-1.152755, -4.696049, -4.683442], [-0.973506, -5.384316, -2.476098], [-2.383177, -6.296359, -2.897748], [-3.441046, -5.451186, -1.405715], [-3.267103, 7.085278, -2.666898], [-2.713664, 5.820869, -3.336500], [-1.434254, 5.434973, -2.622704], [-3.673510, 4.671855, -3.168076], [-2.554893, 6.255120, -4.762447], [-2.414100, 5.046604, -5.723398], [-1.482928, 4.208454, -5.120875], [-2.483119, 7.881878, -2.760726], [-3.473386, 6.917993, -1.614228], [-4.219374, 7.345776, -3.194581], [-1.487045, 5.428118, -1.502859], [-0.769129, 6.182976, -2.951196], [-1.097416, 4.393548, -2.918110], [-3.351756, 3.848390, -3.869117], [-4.692441, 4.963982, -3.490825], [-3.631201, 4.165273, -2.197180], [-1.708922, 6.911282, -4.884903], [-3.422255, 6.837876, -5.052077], [-2.185831, 5.372947, -6.794806], [-3.369053, 4.595156, -5.867000], [-1.635322, 2.844324, -4.969272], [4.608220, 5.444570, 3.160906], [3.166019, 5.192584, 3.452856], [2.881910, 3.791675, 3.952124], [2.736531, 6.103451, 4.499444], [2.342998, 5.489418, 2.256146], [2.637406, 4.661057, 0.951869], [3.968773, 4.791417, 0.588263], [4.658241, 6.510989, 3.047457], [4.836715, 4.976669, 2.249064], [5.153519, 5.055188, 3.961506], [3.467538, 3.091001, 3.379474], [1.842272, 3.487823, 3.891097], [3.215077, 3.793750, 4.949518], [3.373439, 5.742741, 5.329212], [1.697846, 6.010264, 4.756475], [2.904808, 7.124592, 4.251248], [2.357904, 6.584981, 2.104052], [1.308470, 5.264698, 2.576360], [1.910592, 4.951559, 0.204474], [2.372970, 3.562130, 1.177247], [4.308666, 3.967088, 0.122488], [-2.058335, -4.250583, 1.491467], [-1.655761, -5.146429, 2.574125], [-0.590754, -4.353712, 3.327759], [-2.688715, -5.377425, 3.501029], [-0.966790, -6.386979, 2.058047], [-1.682656, -6.994230, 0.857451], [-2.994407, -7.385517, 1.283657], [-3.016515, -4.598337, 0.945205], [-1.154242, -4.161506, 0.873355], [-2.289120, -3.254213, 1.922280], [-0.969636, -3.419266, 3.773332], [0.184589, -4.019582, 2.654393], [-0.022963, -4.997547, 4.092213], [-3.514131, -5.844908, 2.984254], [-3.055579, -4.497300, 3.963596], [-2.411055, -6.185548, 4.164701], [-0.970274, -7.103612, 2.890491], [0.035567, -6.024439, 1.884925], [-1.104921, -7.878803, 0.481385], [-1.702936, -6.294442, 0.033349], [-3.525506, -7.182384, 0.467550], [5.432571, 2.696155, -3.257062], [4.015993, 2.928736, -3.749782], [3.230827, 1.721624, -3.345596], [3.528647, 4.060211, -2.920212], [3.921320, 3.215996, -5.233872], [2.517887, 3.032063, -5.756494], [1.598853, 3.642453, -4.872253], [5.889899, 1.928712, -3.849410], [5.313926, 2.500636, -2.193186], [6.063982, 3.607965, -3.344392], [3.552943, 0.873459, -3.953036], [2.178026, 1.936577, -3.479972], [3.448968, 1.611643, -2.281037], [2.519495, 4.401306, -3.228742], [4.175527, 4.947796, -3.119286], [3.602170, 3.745161, -1.875919], [4.625848, 2.645936, -5.740514], [4.309855, 4.271934, -5.215083], [2.189531, 2.027537, -5.866886], [2.518257, 3.531472, -6.752346], [0.706270, 3.701275, -5.267433], [1.304853, 1.354041, 0.216239], [1.121562, -0.160194, 0.362554], [-0.378676, -0.399626, 0.325519], [1.761200, -0.865250, -0.761046], [1.743770, -0.724324, 1.552495], [1.275933, -0.192277, 2.922752], [-0.015254, -0.703341, 3.224582], [2.407783, 1.584511, 0.129925], [0.842367, 1.803061, 1.095640], [0.796064, 1.550864, -0.701153], [-0.668106, -0.066615, -0.658830], [-0.891310, 0.114664, 1.079674], [-0.509079, -1.501946, 0.425399], [2.810932, -0.679112, -0.800392], [1.327121, -0.469832, -1.632850], [1.481591, -1.941717, -0.638407], [2.794551, -0.635379, 1.502098], [1.572722, -1.827912, 1.482636], [1.338665, 0.849130, 3.047502], [1.964139, -0.622760, 3.646410], [-0.174825, -0.890933, 4.202362], [0.503095, -1.088491, 6.552481], [1.611570, -0.226442, 6.141289], [-0.554580, -0.877748, 5.746336], [0.806623, -2.654291, 6.462565], [-0.314532, -3.386481, 6.714712], [1.174429, -2.851426, 5.169503], [1.706221, -3.147141, 7.317382], [2.811990, -0.487048, 7.029340], [3.764865, 0.666011, 6.958896], [3.942642, 1.048231, 5.968934], [3.386985, 1.504653, 7.573192], [4.744629, 0.366273, 7.369385], [3.229765, -1.461039, 6.817390], [2.530341, -0.637924, 8.047896], [0.249422, -0.806724, 7.580946], [-4.726454, -7.666746, -1.613912], [-3.848183, -8.141975, -2.731983], [-4.100934, -6.734115, -0.887434], [-6.034904, -7.089901, -2.226014], [-6.882168, -6.644955, -1.286347], [-5.706989, -6.048063, -2.927566], [-6.666683, -7.915368, -2.987285], [-2.971949, -9.108966, -2.135312], [-1.605237, -9.104898, -2.857332], [-1.116473, -10.012408, -2.505679], [-1.863493, -9.245590, -3.904073], [-1.009993, -8.231105, -2.688050], [-3.403812, -10.143222, -2.183037], [-2.938574, -8.927083, -1.079839], [-4.903192, -8.565723, -1.020499], [2.296176, -4.547876, 0.477661], [3.506078, -3.949975, 0.844336], [1.295126, -3.655387, 0.527571], [2.646670, -5.278102, -0.856463], [1.480809, -5.701166, -1.445355], [3.253372, -4.438990, -1.778544], [3.351936, -6.362711, -0.806776], [3.538860, -3.586705, 2.185421], [4.319702, -4.566765, 2.982036], [4.438477, -4.153205, 4.002317], [3.876748, -5.560948, 2.943391], [5.328771, -4.724441, 2.498659], [2.562076, -3.571203, 2.527672], [3.885699, -2.520423, 2.291219], [2.208379, -5.351109, 1.245296], [-1.456205, 0.877290, -5.581101], [-2.491494, 0.042121, -5.885175], [-1.724746, 1.832860, -4.624923], [-0.340391, -0.140135, -5.141040], [-0.734271, -1.004490, -4.223902], [0.163347, -0.759218, -6.205055], [0.681355, 0.524101, -4.530732], [-3.688084, 0.690966, -6.330297], [-3.425739, 1.870120, -7.324689], [-4.325924, 2.115209, -7.901458], [-3.104437, 2.687632, -6.717154], [-2.601741, 1.586434, -7.997274], [-4.301803, 1.101471, -5.495563], [-4.179665, -0.136053, -6.903632], [-0.889163, 1.317710, -6.466166], [5.333439, 1.525193, 0.127262], [5.014285, 0.233457, -0.234962], [4.459485, 2.419496, -0.442856], [5.338030, 1.467209, 1.627741], [5.829713, 2.583028, 2.214589], [4.041187, 1.279599, 2.076017], [6.069462, 0.459183, 2.115988], [5.810851, -0.988432, -0.337657], [5.115604, -1.877868, -1.422611], [4.640936, -1.154720, -2.028362], [5.941289, -2.343905, -1.932562], [4.377735, -2.551608, -0.918133], [5.871413, -1.405952, 0.647921], [6.838195, -0.771527, -0.691753], [6.464999, 1.801650, -0.190838], [-1.534306, 4.117433, 1.389322], [-1.686459, 5.559474, 0.777987], [-1.122886, 3.982752, 2.628881], [-3.000872, 3.559731, 1.127413], [-2.982423, 2.173271, 0.776974], [-3.820980, 3.543037, 2.184131], [-3.691200, 4.171499, 0.142390], [-1.686927, 6.638430, 1.695816], [-2.691023, 7.721384, 1.390147], [-2.744055, 8.496451, 2.139451], [-2.460882, 8.303393, 0.472072], [-3.669817, 7.324562, 1.255073], [-0.678075, 7.165249, 1.666137], [-1.773879, 6.239300, 2.713133], [-0.901673, 3.596464, 0.629002]],
  "forces_ev_per_angstrom": [[-1.65, 0.35, -0.87], [-2.36, -0.23, 0.17], [0.91, -0.86, 2.93], [0.08, -0.91, 0.59], [0.13, 2.17, -3.54], [1.37, 0.38, 0.34], [0.02, 1.28, 0.16], [0.74, -0.25, 0.30], [0.47, 0.05, -0.39], [-0.35, -0.72, 0.29], [-0.24, 0.05, 0.00], [-0.17, -0.01, -0.17], [0.29, 1.28, -0.91], [-0.83, 0.05, -0.29], [0.42, -0.57, -0.84], [1.25, 0.80, 0.35], [1.05, -1.45, -0.03], [-0.77, 1.00, 2.17], [-0.41, -1.31, -0.22], [-0.29, 0.25, 0.13], [0.21, -1.37, 0.06], [1.52, -0.36, -0.37], [1.31, 0.22, -2.52], [-0.77, -0.93, 0.54], [0.54, 0.48, -0.06], [-0.08, 0.38, 0.06], [0.73, 0.36, 0.06], [-0.20, -2.68, -0.80], [0.11, -0.63, 0.13], [-1.06, 0.25, -0.11], [-0.07, 0.67, 0.29], [0.05, 1.04, 0.68], [-0.15, 0.00, -0.39], [0.24, -0.43, -0.14], [0.39, -0.28, 0.50], [0.10, 0.08, 0.18], [-1.01, -0.02, 0.87], [-0.22, -0.46, -0.01], [-1.27, -0.07, 0.71], [-0.48, 0.34, 0.52], [-0.25, 0.60, 0.02], [0.52, 1.34, 0.09], [0.05, 0.03, -0.38], [-0.86, 0.26, 1.78], [0.12, -1.73, 0.48], [-0.32, -1.39, -1.74], [-0.24, -1.11, -1.84], [1.65, 0.41, 0.22], [0.24, -0.10, -1.18], [-0.87, -0.68, -0.06], [0.13, -0.29, 0.07], [0.99, -0.06, 0.50], [-0.74, 0.47, -0.91], [1.33, 0.57, -0.21], [-0.54, 1.58, -0.12], [-0.12, 1.07, 0.63], [0.56, 0.05, 0.53], [-0.04, 1.01, 0.10], [0.52, 0.06, 0.50], [-0.34, 0.08, 0.23], [0.21, 0.12, 1.22], [-1.21, -0.58, 0.18], [-0.02, 0.00, 0.07], [-1.37, 0.43, 0.20], [-1.03, -0.71, -1.21], [0.60, 0.12, -1.30], [0.81, -0.65, 1.81], [-1.43, -0.10, -1.30], [-0.29, -1.56, 2.18], [0.24, 0.27, -1.01], [0.53, 0.47, 0.06], [0.45, -0.57, -0.86], [1.07, -0.30, 1.32], [0.24, -0.12, -0.26], [-0.09, 0.63, -0.04], [0.23, -0.33, 1.27], [-0.57, 1.01, 0.17], [-0.48, -0.50, -0.04], [0.47, 0.70, -0.30], [0.42, -0.50, -0.20], [0.23, -0.01, -0.35], [-0.17, 0.48, -0.35], [0.47, 1.42, -0.18], [-0.41, -0.29, 0.32], [-1.51, 0.76, -1.45], [2.59, 1.64, 0.43], [1.51, -0.46, 1.23], [-2.50, -2.44, 0.44], [-0.50, -0.40, 0.06], [0.15, -1.02, 0.72], [1.29, 0.35, -0.18], [1.89, 0.22, 0.81], [-0.54, 0.14, -0.38], [0.19, -0.59, -0.11], [-0.34, -0.75, 0.03], [0.09, -0.06, -0.79], [-1.43, 0.76, -0.92], [-0.36, 0.07, -0.42], [0.14, 0.85, 0.61], [0.36, 0.38, 0.71], [0.09, 0.21, -0.21], [0.36, -0.36, -0.56], [-0.21, 0.58, 0.47], [-0.19, 0.28, -0.24], [-0.62, -0.02, -0.24], [0.18, 1.20, -0.48], [0.41, -0.47, 0.46], [0.09, 0.02, 0.19], [-0.39, 1.86, -0.19], [-0.44, 2.23, 2.32], [-0.36, 1.71, -0.66], [-0.44, 0.53, -0.38], [0.11, -0.66, -0.07], [0.17, -0.40, 0.09], [-0.72, -0.36, -0.26], [-0.05, 0.02, 0.21], [-0.02, -0.06, -0.15], [0.00, -0.45, -0.08], [0.65, -0.76, 0.37], [-0.15, -0.78, 0.32], [-0.06, 0.19, -0.28], [1.17, -1.33, -0.90], [-0.75, -0.77, -0.78], [0.38, -1.22, -0.30], [-0.13, -0.39, 0.40], [0.05, 0.06, 0.16], [1.46, -1.48, 0.64], [-0.52, 1.57, 0.07], [1.55, -2.04, -1.15], [-1.04, -1.23, 0.07], [-0.97, -1.10, 2.18], [-0.38, -2.82, -0.14], [-0.30, 0.17, -0.72], [-1.10, -0.21, 0.13], [-0.01, 0.22, -0.27], [-0.37, 0.72, -0.51], [-0.40, 0.01, -0.26], [-0.42, 0.77, 1.16], [-0.04, 0.81, -0.06], [0.69, 0.05, 0.43], [-0.62, 0.41, -1.44], [0.63, 0.56, -0.15], [1.17, 0.59, -0.43], [-0.19, 0.71, 0.19], [-0.03, 1.75, -0.08], [0.40, 0.04, 0.05], [0.47, 0.33, 0.15], [-1.57, -0.04, -0.72], [1.50, -1.51, 1.82], [0.67, -0.14, 0.12], [-0.90, 1.41, -0.20], [0.51, 0.54, -0.49], [0.31, -0.81, 0.67], [0.61, -0.05, -0.31], [-1.09, 0.21, -1.31], [0.39, 0.45, 0.82], [-0.04, -0.06, -0.60], [0.17, -0.32, -0.29], [-0.38, 0.11, -0.08], [0.38, -0.03, -0.90], [-0.87, 0.29, 0.88], [0.35, -0.28, 0.51], [0.85, 0.31, -0.18], [-0.95, -0.04, 0.98], [-0.21, 0.40, -0.30], [1.72, -0.59, 2.27], [-0.20, -0.25, 0.47], [0.50, 2.22, -1.81], [-1.28, -1.68, -1.37], [0.15, -0.56, -0.97], [-1.80, -1.09, 0.59], [0.48, 0.13, -0.13], [0.40, 0.13, -0.25], [0.29, 0.47, 0.09], [0.12, 0.70, -0.43], [0.66, 0.39, 0.65], [-0.70, -0.18, 0.01], [-0.84, 0.56, 1.11], [1.97, 0.58, -1.08], [-0.07, -1.25, -0.88], [-1.93, 1.73, -1.56], [-0.11, 0.50, 0.03], [-0.54, -0.58, 0.80], [1.54, -1.05, 0.86], [1.16, 1.08, -0.35], [2.02, -0.07, 0.00], [0.03, -0.68, -0.30], [-0.30, 0.07, 0.39], [-0.80, 0.41, 0.69], [-2.21, 0.18, 0.92], [0.15, -0.96, -0.13], [-0.53, -0.59, -0.32], [2.66, 0.75, 0.56], [-1.07, 0.08, -0.36], [-0.04, -0.92, -0.48], [-0.31, 1.87, 0.92], [-0.45, -1.06, 0.09], [0.10, -0.53, -0.07], [0.17, 0.13, -0.53], [-0.54, 0.10, -1.53], [0.19, -1.52, 0.39], [0.24, -0.07, 0.24], [0.17, 0.83, -0.01], [-0.41, 0.17, 0.00], [0.44, -0.74, -0.36], [-0.13, 0.78, 0.81], [-1.19, -0.01, 0.35], [2.22, 1.54, -1.81], [-1.11, -1.60, -1.29], [0.73, -0.84, 1.23], [-0.66, 0.45, 1.07], [-0.45, 0.06, -0.02], [0.98, 0.34, 0.13], [-0.11, -0.01, -0.03], [0.04, 1.07, -1.01], [0.47, 0.23, 2.92], [-0.64, 0.46, -1.11], [-0.22, -0.75, -0.41], [0.80, 0.33, -0.84], [0.02, -0.56, 0.36], [-0.38, 0.30, 0.30], [-1.73, -0.72, 0.67], [-0.29, 0.18, 0.45], [0.31, -0.53, 0.52], [-0.53, 0.51, -1.35], [-0.58, -1.75, -0.29], [0.59, 1.64, -0.01], [0.22, 0.68, 0.42], [0.36, -0.33, 0.02], [1.82, 0.29, 0.33], [0.14, 0.52, -1.08], [0.12, -0.01, 0.64], [0.12, -0.60, 0.23], [-0.94, -0.41, -0.01], [-0.69, -0.69, 0.07], [-0.21, 0.10, -0.08], [-0.23, 0.47, -0.03]]
}

---

{
  "formula": "C2H5O3S",
  "method": "ωB97M-V/def2-TZVPD",
  "relative_energy_kj_mol": 449.7,
  "orbital_gap_ha": [0.2458, 0.2488],
  "total_charge": -1,
  "homo_ev": [-3.64, -3.82],
  "symbols": ["C", "C", "O", "O", "O", "S", "H", "H", "H", "H", "H"],
  "xyz": [[1.065296, 1.092162, 0.029747], [-1.806853, -0.183671, 0.018684], [2.476240, -0.815492, -1.228480], [2.145122, -1.185210, 1.167314], [-1.183735, 0.787379, -0.586296], [1.539434, -0.678177, -0.056630], [0.629764, 1.262828, 0.933542], [0.960574, 1.441289, -0.891782], [-2.680778, 0.010107, 0.685103], [-1.016077, -0.722794, 0.598791], [-2.128982, -1.008425, -0.669992]],
  "forces_ev_per_angstrom": [[1.41, -5.68, 1.31], [0.07, -2.90, 0.62], [-1.32, -0.01, 0.66], [-0.15, -0.14, 1.18], [0.93, 2.65, -1.09], [1.32, 2.01, -1.92], [-1.29, 1.46, 2.06], [-0.58, 2.33, -3.37], [0.32, 0.43, -0.01], [-0.47, -0.40, 0.55], [-0.23, 0.24, 0.02]]
}

---

Number 1: total energy -161587.8794 eV. Number 2: total energy -19129.0012 eV.